[1]
ORCA calculation (wB97M-V/def2-TZVPD) on a cluster of 6 separate species, C35H87F3N5P in total.

Geometry (Å):
C (0.158, -2.184, 0.533)
C (0.031, -0.671, 0.322)
P (-1.770, -0.141, 0.447)
C (-3.604, 0.349, 0.561)
C (-4.455, -0.884, 0.799)
C (-5.942, -0.664, 0.669)
F (-6.385, -0.903, -0.582)
F (-6.318, 0.594, 0.969)
F (-6.647, -1.471, 1.490)
H (0.518, -2.688, -0.364)
H (0.830, -2.433, 1.356)
H (-0.809, -2.643, 0.782)
H (0.607, -0.111, 1.069)
H (0.407, -0.390, -0.667)
H (-2.088, -1.005, -0.652)
H (-1.845, -0.694, 1.761)
H (-1.432, 1.239, 0.287)
H (-3.901, 0.858, -0.361)
H (-3.702, 1.053, 1.394)
H (-4.203, -1.667, 0.076)
H (-4.279, -1.297, 1.795)
C (3.278, 0.900, 2.800)
C (2.160, 1.903, 3.034)
N (1.182, 1.466, 4.017)
C (-0.005, 2.304, 4.044)
C (0.157, 3.773, 4.451)
C (1.723, 1.077, 5.310)
C (2.585, 2.098, 6.061)
H (2.877, -0.083, 2.543)
H (3.903, 1.244, 1.975)
H (3.923, 0.789, 3.672)
H (1.617, 2.059, 2.097)
H (2.615, 2.874, 3.285)
H (-0.738, 1.830, 4.703)
H (-0.432, 2.270, 3.035)
H (0.340, 3.885, 5.519)
H (-0.756, 4.322, 4.215)
H (0.976, 4.254, 3.914)
H (2.317, 0.171, 5.164)
H (0.878, 0.779, 5.936)
H (3.319, 2.564, 5.400)
H (3.139, 1.591, 6.854)
H (1.999, 2.891, 6.523)
C (3.168, -0.923, -4.315)
C (3.702, -0.605, -2.928)
N (3.616, -1.733, -2.016)
C (3.816, -1.373, -0.625)
C (5.191, -0.854, -0.191)
C (4.264, -2.958, -2.461)
C (5.755, -2.886, -2.812)
H (2.158, -1.333, -4.251)
H (3.134, -0.015, -4.919)
H (3.794, -1.643, -4.844)
H (3.100, 0.197, -2.490)
H (4.723, -0.201, -3.024)
H (3.560, -2.246, -0.016)
H (3.067, -0.611, -0.384)
H (5.936, -1.649, -0.145)
H (5.111, -0.427, 0.810)
H (5.565, -0.074, -0.856)
H (3.722, -3.327, -3.335)
H (4.108, -3.703, -1.677)
H (5.974, -2.028, -3.450)
H (6.047, -3.783, -3.361)
H (6.388, -2.817, -1.929)
C (8.150, 2.046, 6.242)
C (6.849, 1.299, 6.490)
N (6.936, -0.115, 6.167)
C (5.644, -0.771, 6.093)
C (4.812, -0.877, 7.375)
C (7.994, -0.855, 6.836)
C (8.018, -0.835, 8.369)
H (8.501, 1.876, 5.223)
H (7.994, 3.116, 6.381)
H (8.938, 1.740, 6.931)
H (6.069, 1.719, 5.848)
H (6.524, 1.488, 7.526)
H (5.800, -1.772, 5.681)
H (5.056, -0.225, 5.348)
H (5.195, -1.630, 8.064)
H (3.789, -1.164, 7.119)
H (4.761, 0.077, 7.903)
H (8.952, -0.476, 6.472)
H (7.931, -1.888, 6.484)
H (7.890, 0.177, 8.758)
H (8.980, -1.203, 8.728)
H (7.241, -1.461, 8.806)
C (1.704, -1.327, -7.587)
C (0.661, -0.284, -7.221)
N (0.990, 1.043, -7.713)
C (0.196, 2.101, -7.113)
C (-1.312, 2.114, -7.389)
C (1.221, 1.146, -9.146)
C (0.101, 0.679, -10.084)
H (2.696, -0.999, -7.275)
H (1.479, -2.267, -7.081)
H (1.731, -1.534, -8.658)
H (0.607, -0.207, -6.131)
H (-0.329, -0.638, -7.551)
H (0.627, 3.055, -7.429)
H (0.349, 2.038, -6.031)
H (-1.540, 2.420, -8.409)
H (-1.802, 2.821, -6.716)
H (-1.761, 1.135, -7.220)
H (2.125, 0.580, -9.382)
H (1.462, 2.191, -9.355)
H (-0.295, -0.291, -9.782)
H (0.492, 0.571, -11.098)
H (-0.729, 1.382, -10.124)
C (-9.350, 1.482, -1.756)
C (-10.740, 0.863, -1.742)
N (-10.754, -0.511, -2.215)
C (-12.085, -1.017, -2.499)
C (-13.067, -1.160, -1.330)
C (-9.856, -1.421, -1.519)
C (-10.017, -1.565, 0.001)
H (-8.896, 1.379, -2.743)
H (-9.416, 2.543, -1.513)
H (-8.686, 1.020, -1.025)
H (-11.391, 1.432, -2.413)
H (-11.168, 0.978, -0.733)
H (-11.969, -1.987, -2.990)
H (-12.528, -0.348, -3.244)
H (-12.807, -1.991, -0.676)
H (-14.072, -1.345, -1.715)
H (-13.108, -0.253, -0.726)
H (-8.833, -1.100, -1.721)
H (-9.956, -2.400, -1.994)
H (-10.128, -0.594, 0.486)
H (-9.124, -2.034, 0.417)
H (-10.872, -2.180, 0.278)

Calculated values
Net charge: 0
LUMO level (eV): 0.61

[2]
ORCA calculation (wB97M-V/def2-TZVPD) on a structure of composition C58H55ClFN6O7PSYb at a distorted geometry.

Geometry (Å):
Yb (0.817, 0.051, 0.053)
C (-4.311, 0.839, 3.143)
N (-3.686, 0.860, 1.835)
C (-2.516, 0.264, 1.430)
N (-2.011, 0.876, 0.371)
C (-2.855, 1.892, 0.043)
C (-3.903, 1.933, 0.958)
C (-4.925, 2.958, 1.085)
C (-6.284, 2.701, 1.263)
C (-7.231, 3.687, 1.486)
C (-6.903, 5.022, 1.415)
C (-5.561, 5.328, 1.069)
C (-4.614, 4.315, 0.858)
C (-2.536, 2.800, -1.100)
C (-1.370, 3.561, -1.115)
C (-1.171, 4.523, -2.114)
C (-2.099, 4.692, -3.116)
C (-3.255, 3.878, -3.151)
C (-3.397, 2.932, -2.171)
P (-1.869, -1.147, 2.430)
C (-1.328, -2.443, 1.296)
N (-0.309, -2.321, 0.406)
C (-0.229, -3.521, -0.222)
C (-1.166, -4.408, 0.257)
N (-1.825, -3.720, 1.261)
C (-2.849, -4.255, 2.081)
C (-1.439, -5.789, -0.098)
C (-2.658, -6.296, -0.497)
C (-2.776, -7.636, -0.970)
C (-1.685, -8.461, -0.933)
C (-0.475, -7.952, -0.459)
C (-0.345, -6.676, -0.107)
C (0.760, -3.659, -1.314)
C (0.342, -4.153, -2.552)
C (1.148, -4.229, -3.663)
C (2.480, -3.720, -3.562)
C (2.872, -3.217, -2.366)
C (2.055, -3.190, -1.243)
C (-0.308, -0.321, 2.801)
N (0.154, 0.866, 2.412)
C (1.303, 1.007, 3.149)
C (1.490, -0.044, 4.021)
N (0.457, -0.898, 3.758)
C (0.203, -2.204, 4.436)
C (2.697, -0.382, 4.814)
C (3.194, 0.446, 5.843)
C (4.241, 0.001, 6.656)
C (4.669, -1.305, 6.491)
C (4.311, -2.043, 5.416)
C (3.309, -1.556, 4.576)
C (2.221, 2.184, 3.053)
C (3.556, 2.041, 2.848)
C (4.390, 3.190, 2.911)
C (3.893, 4.446, 3.204)
C (2.488, 4.592, 3.417)
C (1.688, 3.466, 3.356)
H (-5.288, 1.289, 3.175)
H (-4.373, -0.223, 3.425)
H (-3.609, 1.286, 3.816)
H (-6.558, 1.646, 1.243)
H (-8.222, 3.393, 1.684)
H (-7.695, 5.734, 1.619)
H (-5.233, 6.360, 0.913)
H (-3.592, 4.601, 0.619)
H (-0.679, 3.432, -0.308)
H (-0.280, 5.161, -2.000)
H (-1.987, 5.457, -3.871)
H (-3.937, 4.040, -4.013)
H (-4.236, 2.252, -2.170)
H (-3.547, -3.502, 2.424)
H (-3.298, -5.066, 1.532)
H (-2.444, -4.665, 3.039)
H (-3.504, -5.684, -0.514)
H (-3.736, -7.928, -1.307)
H (-1.810, -9.489, -1.197)
H (0.379, -8.684, -0.468)
H (0.652, -6.258, 0.207)
H (-0.687, -4.483, -2.657)
H (0.736, -4.665, -4.598)
H (3.095, -3.755, -4.418)
H (3.870, -2.791, -2.255)
H (2.470, -2.733, -0.345)
H (-0.884, -2.386, 4.403)
H (0.663, -3.000, 3.895)
H (0.620, -2.113, 5.421)
H (2.839, 1.417, 6.010)
H (4.559, 0.566, 7.481)
H (5.431, -1.679, 7.179)
H (4.642, -3.096, 5.317)
H (2.993, -2.255, 3.810)
H (4.023, 1.004, 2.637)
H (5.432, 3.061, 2.776)
H (4.567, 5.332, 3.160)
H (2.148, 5.561, 3.675)
H (0.622, 3.429, 3.571)
O (2.519, -3.371, 1.998)
H (3.346, -3.786, 1.864)
H (2.586, -2.406, 1.733)
O (-0.661, 0.383, -2.182)
H (-0.234, -0.112, -2.892)
H (-1.565, 0.626, -2.459)
O (1.377, 4.752, 0.068)
H (1.288, 3.771, -0.214)
H (1.727, 4.697, 0.995)
O (0.735, -0.788, -4.248)
H (1.395, -0.064, -4.391)
H (1.286, -1.387, -3.726)
F (2.473, -1.016, 1.190)
S (-3.176, -2.414, -1.920)
C (-3.808, -1.968, -0.634)
C (4.538, 1.745, -6.481)
C (3.076, 1.768, -6.162)
C (2.101, 1.581, -7.173)
C (0.730, 1.816, -6.966)
Cl (-0.187, 1.702, -8.460)
C (0.232, 2.246, -5.718)
C (1.134, 2.377, -4.700)
C (2.512, 2.113, -4.918)
O (3.385, 2.401, -3.909)
C (2.907, 2.699, -2.584)
C (2.198, 1.641, -1.712)
O (1.557, 2.092, -0.758)
O (2.345, 0.457, -2.008)
H (4.770, 1.868, -7.560)
H (5.087, 0.817, -6.210)
H (5.032, 2.657, -5.997)
H (2.434, 1.181, -8.161)
H (-0.807, 2.341, -5.464)
H (0.663, 2.597, -3.740)
H (2.296, 3.565, -2.658)
H (3.716, 3.048, -1.904)

Calculated values
Net charge: 0
LUMO level (eV): -0.18

[3]
ORCA calculation (wB97M-V/def2-TZVPD) on an isolated molecule of C4H6ClFN2 at a distorted geometry.

Geometry (Å):
C (-2.156, 1.187, 0.561)
N (-0.929, 0.544, 0.167)
C (-0.578, -0.748, 0.362)
N (0.434, -1.452, -0.057)
C (1.421, -0.820, -0.804)
C (2.677, -0.768, -0.358)
F (3.118, -1.412, 0.716)
Cl (4.069, -0.187, -1.239)
H (-2.682, 1.579, -0.402)
H (-2.793, 0.407, 1.069)
H (-2.016, 2.055, 1.277)
H (-0.435, 1.221, -0.487)
H (-1.306, -1.329, 0.885)
H (1.175, -0.277, -1.690)

Calculated values
Net charge: 0
LUMO level (eV): 0.65

[4]
ORCA calculation (wB97M-V/def2-TZVPD) on a cluster of 2 separate species, C7H14O in total at a distorted geometry.

Geometry (Å):
C (1.105, -3.042, -1.627)
C (0.908, -1.852, -0.704)
C (0.025, -0.885, -0.943)
C (-0.056, 0.269, -0.030)
C (0.528, 1.416, -0.374)
C (0.522, 2.657, 0.523)
C (1.024, 3.920, -0.137)
H (1.046, -2.771, -2.674)
H (0.355, -3.770, -1.299)
H (2.053, -3.551, -1.452)
H (1.458, -1.900, 0.229)
H (-0.589, -0.866, -1.836)
H (-0.666, 0.284, 0.867)
H (0.901, 1.589, -1.379)
H (-0.450, 2.685, 1.017)
H (1.185, 2.404, 1.364)
H (1.832, 3.662, -0.815)
H (0.206, 4.388, -0.706)
H (1.303, 4.739, 0.517)
O (-4.199, -2.815, 2.900)
H (-4.847, -3.558, 2.879)
H (-3.643, -3.003, 3.678)

Calculated values
Net charge: 0
LUMO level (eV): 0.94

[5]
ORCA calculation (wB97M-V/def2-TZVPD) on a structure of composition C7H11NO at a distorted geometry.

Geometry (Å):
C (0.354, 0.138, -0.752)
C (1.453, -0.494, -0.566)
C (2.615, 0.245, 0.150)
C (1.825, -1.891, -1.219)
C (2.123, 1.376, 1.002)
C (-2.414, 1.148, 0.269)
C (-2.297, -0.108, -0.603)
N (-1.354, -0.025, -1.681)
O (3.790, 0.022, -0.006)
H (2.452, -1.629, -2.075)
H (0.883, -2.323, -1.560)
H (2.361, -2.568, -0.598)
H (2.451, 2.350, 0.425)
H (0.987, 1.250, 1.020)
H (2.633, 1.351, 1.940)
H (-2.654, 2.027, -0.295)
H (-3.125, 1.129, 1.017)
H (-1.425, 1.239, 0.746)
H (-3.256, -0.232, -1.234)
H (-2.116, -1.066, -0.010)

Calculated values
Net charge: 0
LUMO level (alpha / beta) (eV): -0.99 / -0.85

[6]
ORCA calculation (wB97M-V/def2-TZVPD) on a structure of composition C28H39GeN5Se4W at a distorted geometry.

Geometry (Å):
W (0.132, 1.417, 0.378)
Se (0.480, 3.548, 1.436)
Se (-1.511, 4.758, 1.112)
Se (-1.078, 5.032, -1.159)
Se (-1.025, 2.755, -1.682)
C (-2.486, -2.596, 1.146)
C (-1.226, -2.218, 0.385)
N (-0.648, -0.950, 0.833)
C (-1.000, -0.482, 2.003)
N (-0.561, 0.794, 2.201)
C (-0.511, 1.248, 3.578)
C (-1.819, 0.917, 4.274)
C (-2.031, -0.586, 4.244)
N (-1.755, -1.128, 2.920)
C (-2.215, -2.477, 2.633)
H (-2.787, -3.614, 0.892)
H (-3.303, -1.921, 0.876)
H (-1.447, -2.158, -0.681)
H (-0.483, -3.016, 0.501)
H (-0.197, -0.390, -1.035)
H (-0.314, 2.314, 3.586)
H (0.318, 0.755, 4.105)
H (-2.638, 1.425, 3.760)
H (-1.806, 1.262, 5.309)
H (-3.062, -0.835, 4.503)
H (-1.383, -1.071, 4.983)
H (-3.126, -2.648, 3.207)
H (-1.474, -3.217, 2.958)
C (2.442, -2.327, 1.091)
Ge (3.269, -0.534, 1.092)
C (4.248, -0.377, -0.613)
C (4.601, -0.511, 2.550)
C (2.077, 0.993, 1.422)
H (2.784, -2.899, 0.224)
H (1.359, -2.251, 1.063)
H (2.726, -2.882, 1.988)
H (4.953, -1.206, -0.712)
H (4.806, 0.559, -0.682)
H (3.563, -0.422, -1.460)
H (5.344, -1.303, 2.448)
H (4.091, -0.644, 3.508)
H (5.124, 0.447, 2.577)
H (2.752, 1.845, 1.285)
H (1.897, 0.983, 2.501)
N (2.092, 1.569, -2.230)
C (3.021, 2.236, -2.922)
C (3.434, 3.279, -2.126)
C (2.683, 3.151, -0.955)
N (1.866, 2.106, -1.021)
H (1.575, 0.763, -2.544)
H (3.306, 1.916, -3.911)
H (4.166, 4.034, -2.352)
H (2.685, 3.784, -0.086)
C (-5.409, 0.485, 0.427)
C (-5.455, -0.206, -0.774)
C (-4.313, -0.324, -1.541)
C (-3.074, 0.199, -1.146)
C (-3.043, 0.884, 0.073)
C (-4.200, 1.028, 0.828)
C (-1.992, -0.028, -2.114)
C (-0.671, -0.192, -1.991)
C (0.142, -0.653, -3.129)
C (1.156, -1.589, -2.885)
C (1.954, -2.056, -3.918)
C (1.759, -1.590, -5.212)
C (0.768, -0.649, -5.462)
C (-0.030, -0.178, -4.432)
H (-6.300, 0.616, 1.026)
H (-6.386, -0.632, -1.127)
H (-4.373, -0.841, -2.493)
H (-2.211, 1.418, 0.524)
H (-4.144, 1.599, 1.747)
H (-2.376, -0.163, -3.122)
H (1.317, -1.946, -1.870)
H (2.732, -2.781, -3.714)
H (2.385, -1.948, -6.018)
H (0.629, -0.270, -6.467)
H (-0.774, 0.590, -4.613)

Calculated values
Net charge: 0
LUMO level (alpha / beta) (eV): -0.47 / -0.44

[7]
ORCA calculation (wB97M-V/def2-TZVPD) on a structure of composition C16H14N3OTc at a distorted geometry.

Geometry (Å):
Tc (-0.006, -0.470, 0.005)
C (4.307, -0.549, -0.023)
C (4.656, 0.796, -0.011)
C (3.653, 1.762, -0.001)
C (2.332, 1.364, -0.003)
N (1.994, 0.041, -0.014)
C (2.971, -0.892, -0.026)
C (1.169, 2.249, 0.006)
C (1.201, 3.630, 0.012)
C (0.002, 4.334, 0.016)
C (-1.199, 3.635, 0.012)
C (-1.173, 2.253, 0.006)
N (-0.003, 1.564, 0.005)
C (-2.339, 1.372, -0.003)
C (-3.658, 1.775, -0.001)
C (-4.664, 0.812, -0.011)
C (-4.320, -0.534, -0.023)
C (-2.985, -0.881, -0.026)
N (-2.004, 0.048, -0.014)
H (5.057, -1.328, -0.031)
H (5.698, 1.089, -0.010)
H (3.905, 2.813, 0.007)
H (2.681, -1.934, -0.040)
H (2.145, 4.155, 0.011)
H (0.004, 5.416, 0.022)
H (-2.141, 4.164, 0.011)
H (-3.907, 2.827, 0.007)
H (-5.705, 1.108, -0.010)
H (-5.072, -1.311, -0.031)
H (-2.698, -1.924, -0.039)
C (-0.004, -3.641, 0.023)
O (-0.007, -2.243, 0.042)
H (-0.002, -4.033, -0.995)
H (-0.880, -4.027, 0.559)
H (0.872, -4.024, 0.561)

Calculated values
<S²>: 3.818
Net charge: +3
Spin multiplicity: 4
LUMO level (alpha / beta) (eV): -13.70 / -13.19

[8]
ORCA calculation (wB97M-V/def2-TZVPD) on a structure of composition C31H19AlCl5NS2SbSe3Te at a distorted geometry.

Geometry (Å):
Al (14.574, 1.685, 14.782)
Se (11.684, 3.717, 17.466)
Se (12.354, 4.706, 15.540)
Te (13.249, 6.953, 15.973)
Se (15.940, 3.344, 15.624)
S (16.973, 2.093, 11.905)
C (15.514, 1.325, 12.257)
N (15.172, 0.644, 13.353)
C (14.287, -0.462, 12.933)
C (14.220, -1.751, 13.513)
C (13.723, -2.812, 12.782)
C (13.202, -2.576, 11.508)
C (13.107, -1.319, 10.932)
C (13.799, -0.295, 11.611)
S (14.346, 1.135, 10.868)
H (14.662, -1.930, 14.514)
H (13.725, -3.795, 13.234)
H (12.823, -3.466, 10.948)
H (12.567, -1.135, 9.969)
Cl (11.802, 3.565, 12.466)
C (11.552, 2.279, 13.553)
C (12.538, 1.873, 14.454)
C (12.177, 0.980, 15.423)
Cl (13.517, 0.499, 16.472)
C (10.955, 0.351, 15.501)
Cl (10.734, -0.896, 16.632)
C (9.937, 0.753, 14.602)
Cl (8.419, 0.012, 14.662)
C (10.236, 1.729, 13.608)
Cl (8.981, 2.239, 12.510)
C (21.747, 3.436, 10.492)
C (21.475, 2.304, 11.260)
C (20.441, 2.348, 12.170)
C (19.720, 3.511, 12.401)
C (20.010, 4.621, 11.637)
C (21.031, 4.602, 10.693)
Sb (18.076, 3.431, 13.983)
C (17.931, 5.588, 14.020)
C (19.123, 6.208, 14.368)
C (19.101, 7.591, 14.614)
C (17.918, 8.299, 14.476)
C (16.753, 7.664, 14.035)
C (16.771, 6.293, 13.825)
C (19.049, 2.199, 15.471)
C (19.665, 2.870, 16.522)
C (20.377, 2.165, 17.481)
C (20.433, 0.773, 17.369)
C (19.818, 0.102, 16.361)
C (19.100, 0.832, 15.384)
H (22.538, 3.403, 9.733)
H (22.095, 1.402, 11.161)
H (20.284, 1.442, 12.760)
H (19.473, 5.541, 11.787)
H (21.283, 5.534, 10.175)
H (20.065, 5.664, 14.497)
H (20.023, 8.069, 14.934)
H (17.922, 9.374, 14.687)
H (15.834, 8.234, 13.905)
H (15.844, 5.780, 13.537)
H (19.610, 3.960, 16.578)
H (20.849, 2.687, 18.308)
H (21.042, 0.230, 18.082)
H (19.830, -0.997, 16.304)
H (18.667, 0.286, 14.532)

Calculated values
Net charge: -1
LUMO level (alpha / beta) (eV): 0.21 / 0.21